{
  "formula": "C17H24N2O5",
  "method": "ωB97M-V/def2-TZVPD",
  "max_force_ev_per_a": 0.7,
  "smiles": "COc1cc(C(=O)NCCCN2CCCC2=O)cc(OC)c1OC",
  "homo_lumo_gap_ev": 9.16,
  "e_homo_ev": -8.46,
  "e_tot_ha": -1147.91251,
  "species": ["C", "H", "O", "C", "C", "C", "C", "C", "C", "O", "C", "H", "H", "H", "O", "C", "H", "H", "H", "H", "C", "O", "N", "H", "C", "H", "H", "C", "H", "H", "C", "N", "C", "O", "C", "H", "C", "H", "H", "C", "H", "H", "H", "H", "H", "H", "H", "H"],
  "coordinates": [[0.094, -3.628, 3.005], [-0.933, -3.830, 2.688], [0.487, -2.311, 2.690], [0.622, -1.888, 1.408], [1.005, -0.546, 1.307], [1.205, 0.044, 0.075], [1.062, -0.715, -1.085], [0.684, -2.043, -1.009], [0.431, -2.642, 0.243], [0.063, -3.972, 0.317], [-1.167, -4.311, -0.291], [-1.326, -5.364, -0.063], [-1.137, -4.173, -1.374], [-1.989, -3.719, 0.127], [0.530, -2.851, -2.100], [0.892, -2.344, -3.362], [1.933, -2.009, -3.375], [0.240, -1.519, -3.667], [0.771, -3.175, -4.055], [1.266, -0.233, -2.027], [1.571, 1.480, -0.100], [2.141, 1.885, -1.100], [1.213, 2.294, 0.918], [0.547, 1.959, 1.600], [1.368, 3.726, 0.803], [1.208, 4.161, 1.791], [2.393, 3.927, 0.480], [0.406, 4.349, -0.216], [0.667, 3.984, -1.209], [0.546, 5.430, -0.203], [-1.066, 4.040, 0.077], [-1.479, 2.714, -0.308], [-1.771, 1.733, 0.566], [-1.637, 1.810, 1.772], [-2.258, 0.527, -0.218], [-3.162, 0.122, 0.234], [-2.470, 1.058, -1.636], [-2.193, 0.334, -2.398], [-3.516, 1.329, -1.783], [-1.591, 2.313, -1.692], [-2.037, 3.115, -2.286], [-0.599, 2.087, -2.101], [-1.484, -0.241, -0.177], [-1.263, 4.128, 1.150], [-1.698, 4.759, -0.457], [1.144, -0.010, 2.231], [0.151, -3.685, 4.092], [0.762, -4.368, 2.560]]
}